Entry from the Open Molecules 2025 dataset: a cluster of 3 separate species, C23H43BBrClF11N2O5 in total (ωB97M-V with the def2-TZVPD basis set).

```
87
Properties=species:S:1:pos:R:3:forces:R:3
C 2.5266 1.3089 1.6328 0.09 0.08 0.05
C 1.5272 1.5321 0.4778 0.11 0.05 -0.04
C 0.5439 0.3727 0.2422 0.19 -0.11 0.25
Cl -0.0755 0.5803 -1.4601 -0.04 0.05 -0.06
B -0.6361 0.1532 1.3637 0.23 0.23 -0.15
Br -2.1511 -1.0547 0.6177 -0.01 -0.05 0.00
C -0.1072 -0.5508 2.7313 -0.07 0.01 0.19
C 0.3883 -1.9794 2.6378 -0.10 -0.18 -0.09
O 1.7675 -2.0081 2.1958 -0.04 0.05 0.19
C 2.4009 -3.2320 2.3639 -0.01 -0.05 0.06
C 2.5686 -4.0294 1.0707 -0.02 0.10 -0.13
F 1.5255 -4.8872 0.9080 -0.15 -0.01 -0.03
F 3.6818 -4.8045 1.1659 0.09 -0.16 0.08
C 2.6479 -3.2491 -0.2740 0.50 -0.11 0.07
F 2.8813 -4.1857 -1.2464 -0.01 0.01 0.01
F 1.4805 -2.6772 -0.5188 -0.39 0.08 -0.16
C 3.7886 -2.2015 -0.4279 -0.09 -0.16 0.22
F 3.4841 -1.0775 0.2254 0.06 -0.02 -0.06
F 4.9241 -2.7150 0.1217 0.06 0.03 0.00
C 4.1193 -1.8818 -1.8934 0.10 -0.24 -0.02
F 3.0039 -1.5479 -2.5570 -0.15 0.09 -0.11
F 4.9663 -0.8283 -1.9127 0.10 0.14 0.03
C -1.3441 1.5686 1.7800 0.04 -0.04 0.05
F -1.6575 2.3954 0.7523 -0.05 0.07 -0.16
F -2.4912 1.4525 2.5022 -0.10 -0.05 0.10
F -0.5232 2.3277 2.5896 0.08 0.01 0.02
H 2.4749 0.3004 2.0491 -0.06 0.15 -0.08
H 2.3750 2.0274 2.4436 -0.06 -0.13 -0.05
H 3.5503 1.4497 1.2702 -0.12 0.01 0.09
H 2.0983 1.6812 -0.4460 -0.08 -0.08 0.07
H 0.9727 2.4620 0.6336 0.04 -0.11 -0.03
H 1.1293 -0.5486 0.1879 -0.18 0.20 -0.04
H 0.6691 0.0499 3.2217 -0.09 -0.04 -0.02
H -0.9573 -0.5636 3.4292 0.09 -0.02 -0.08
H -0.2248 -2.5549 1.9321 0.05 0.02 0.09
H 0.3505 -2.4830 3.6171 0.04 0.08 -0.09
H 3.4018 -3.0881 2.7905 -0.08 0.09 -0.15
H 1.8337 -3.8951 3.0339 0.16 0.06 -0.01
H 4.6089 -2.7284 -2.3798 -0.09 0.01 0.03
C -9.0759 -3.4398 -1.9279 -0.02 0.01 -0.01
O -9.3379 -3.1689 -0.5692 0.02 0.03 0.01
C -9.5370 -4.3138 0.2468 -0.05 -0.06 0.00
C -8.3881 -4.5256 1.2085 0.05 0.00 0.00
N -7.1791 -4.9257 0.5102 -0.02 0.11 -0.10
C -5.9773 -4.9865 1.3365 0.00 -0.11 -0.02
C -5.4871 -3.7005 1.9921 0.03 0.02 0.10
O -4.9885 -2.7478 1.0878 -0.08 -0.17 -0.09
C -5.9319 -1.8870 0.4927 0.09 0.13 0.03
H -9.1129 -2.4888 -2.4565 0.01 0.00 0.00
H -8.0887 -3.8871 -2.0861 -0.01 -0.03 0.01
H -9.8306 -4.1109 -2.3527 0.00 0.01 -0.01
H -9.6764 -5.2035 -0.3770 0.03 -0.01 0.02
H -10.4536 -4.1513 0.8215 -0.01 0.01 -0.02
H -8.6693 -5.3242 1.9044 0.02 0.01 0.03
H -8.2702 -3.6052 1.7974 -0.02 0.00 0.00
H -7.0140 -4.2906 -0.2608 0.02 0.02 0.05
H -5.1654 -5.3603 0.7085 -0.01 -0.02 0.01
H -6.1435 -5.7332 2.1222 -0.01 0.01 0.01
H -4.6443 -3.9672 2.6361 -0.01 0.03 0.01
H -6.2540 -3.2496 2.6381 -0.03 -0.02 -0.05
H -6.7637 -1.6700 1.1725 0.00 0.00 -0.01
H -6.3399 -2.2907 -0.4416 -0.03 -0.02 0.03
H -5.4073 -0.9599 0.2626 -0.01 0.00 0.00
C 4.3323 8.0176 -3.1199 -0.01 0.02 -0.02
O 4.2784 6.7257 -3.6796 -0.03 -0.01 0.04
C 5.5405 6.1227 -3.9277 0.07 0.02 -0.05
C 5.7984 4.9601 -2.9948 -0.01 -0.02 0.05
N 5.9895 5.4131 -1.6266 -0.12 0.09 -0.02
C 6.0749 4.3502 -0.6304 0.10 0.03 0.01
C 4.8736 3.4313 -0.4462 -0.03 -0.13 -0.01
O 3.7456 4.0609 0.1191 0.10 0.16 0.04
C 2.8907 4.7261 -0.7875 -0.11 -0.08 0.03
H 3.3202 8.4182 -3.1417 0.00 0.00 0.01
H 4.6834 8.0137 -2.0817 0.03 -0.01 -0.01
H 4.9863 8.6773 -3.7008 -0.01 0.01 0.00
H 6.3387 6.8673 -3.8358 0.01 -0.03 0.02
H 5.5324 5.7538 -4.9573 -0.02 0.02 0.00
H 6.7105 4.4517 -3.3260 -0.01 -0.03 0.02
H 4.9688 4.2490 -3.1075 0.01 0.00 -0.02
H 5.2340 6.0392 -1.3773 -0.02 -0.06 0.01
H 6.2803 4.8202 0.3346 0.02 -0.01 -0.01
H 6.9438 3.7276 -0.8729 -0.01 -0.01 -0.01
H 5.1673 2.6517 0.2616 -0.02 -0.01 -0.01
H 4.5927 2.9234 -1.3780 0.01 0.04 -0.01
H 2.8728 4.2263 -1.7608 -0.02 0.00 0.00
H 3.1722 5.7752 -0.9344 0.03 -0.02 -0.03
H 1.8864 4.6956 -0.3664 0.00 0.00 -0.02
```
Positions in Å, forces in eV/Å.

For the orbital gap, the calculation gives 0.2957 Eh. The calculation puts the HOMO energy at -5.5439 eV. As for the net charge: -1.

Table of Mulliken atomic charges, one value per atom, all in e: -0.948 -0.575 1.247 -0.305 0.371 -0.432 -1.155 -0.419 -0.123 -1.097 0.971 -0.328 -0.339 0.569 -0.377 -0.173 0.640 -0.105 -0.349 -0.014 -0.231 -0.265 0.365 -0.261 -0.296 -0.300 0.219 0.241 -0.061 0.622 0.223 -0.796 0.243 0.458 0.252 0.406 0.352 0.457 0.268 -0.709 -0.348 -0.786 -0.218 -0.322 -0.778 -0.484 -0.303 -0.613 0.241 0.297 0.337 0.403 0.385 0.359 0.185 0.110 0.391 0.398 0.360 0.321 0.288 0.209 0.262 -0.713 -0.348 -0.805 -0.153 -0.302 -1.242 -0.001 -0.372 -0.705 0.244 0.292 0.343 0.409 0.389 0.357 0.165 0.127 0.422 0.433 0.334 0.292 0.283 0.283 0.328